{
  "formula": "C5H11INO",
  "method": "wB97M-V/def2-TZVPD",
  "total_charge": 1,
  "orbital_gap_ev": 8.76,
  "relative_energy_kj_mol": 315.0,
  "smiles": "CC[C@]1(OI)C[N@H+]1C",
  "homo_energy_ha": -0.4821,
  "energy_ha": -624.4193,
  "symbols": ["C", "C", "C", "O", "I", "C", "N", "C", "H", "H", "H", "H", "H", "H", "H", "H", "H", "H", "H"],
  "coordinates": [[-0.71914, -2.01422, -0.68044], [0.29433, -1.51677, 0.37181], [0.52904, -0.05119, 0.56927], [1.96724, 0.46999, 0.87733], [3.47570, -0.06736, -0.29243], [-0.54545, 0.70736, 1.25969], [-0.32596, 0.96415, -0.05413], [-0.07305, 2.25719, -0.69540], [-1.69112, -1.70508, -0.54805], [-0.73034, -3.07037, -0.70253], [-0.50991, -1.78668, -1.69035], [1.13202, -2.10493, 0.04471], [-0.02053, -1.95178, 1.28083], [-1.40541, 0.26475, 1.78508], [-0.21739, 1.51817, 1.85794], [-1.11335, 0.55460, -0.70933], [-1.03363, 2.58405, -0.97128], [0.55050, 2.84750, -0.01708], [0.43644, 2.10061, -1.68566]],
  "atomic_forces_ev_per_a": [[1.21, 0.64, 0.16], [-0.35, -0.93, -2.07], [3.43, 0.73, 1.60], [-4.14, -0.93, -0.44], [-0.19, -0.14, -0.20], [0.58, -0.28, 5.03], [-3.45, -1.64, -7.09], [2.40, -0.27, -0.61], [-2.46, 0.74, 0.73], [0.01, -1.23, 0.47], [0.82, 0.72, -1.16], [1.23, 0.51, 0.28], [-0.14, -0.15, 1.33], [0.02, -0.16, -1.28], [0.61, 0.71, 0.66], [2.08, 0.18, 1.57], [-1.11, 1.27, 0.24], [-0.46, 0.29, -0.38], [-0.10, -0.09, 1.18]]
}